1.
Here is an isolated ion of composition C15H10ClN2O3S and charge -1 from the Open Molecules 2025 dataset. Energies are from the ωB97M-V functional and the def2-TZVPD basis.

Element x y z (Å)
N: 2.22472 2.66818 -5.08823
C: 1.32384 2.22785 -4.49253
C: 0.24734 1.63490 -3.73250
C: 0.02604 2.01885 -2.40613
C: -0.99224 1.43480 -1.65051
C: -1.74853 0.41418 -2.21399
S: -3.03628 -0.30367 -1.24261
C: -2.04949 -1.46800 -0.11112
Cl: -3.06788 -1.94714 1.25262
O: -3.62399 0.77234 -0.47199
O: -3.87534 -1.10749 -2.07803
C: -1.59403 0.05752 -3.54648
C: -0.57228 0.64750 -4.29020
H: 0.66169 2.79062 -1.97534
H: -1.19848 1.78796 -0.63910
H: -1.99715 -2.34866 -0.87291
H: -2.26974 -0.66145 -4.01390
H: -0.40503 0.34763 -5.32233
C: 2.95193 -0.21181 4.40368
C: 2.51469 0.88642 3.62221
C: 1.45449 0.69071 2.73177
C: 0.83074 -0.58277 2.54380
N: -0.11845 -0.63214 1.54746
C: -0.45946 -1.58880 0.73667
O: 0.02285 -2.74042 0.52120
C: 1.24317 -1.63851 3.41092
C: 2.29590 -1.46151 4.31733
H: 3.79259 -0.05278 5.10362
H: 2.97357 1.88310 3.65711
H: 1.03981 1.41909 2.02870
H: 0.79633 -2.62903 3.33595
H: 2.60870 -2.30748 4.93488

orbital gap = 0.23227 Ha
total charge = -1
highest occupied orbital energy = -4.41 eV
SMILES = N#Cc1ccc(S(=O)(=O)[C@H](Cl)/C([O-])=N/c2ccccc2)cc1

---

2.
Here is C18H39Br18FSi as an isolated structure from the Open Molecules 2025 dataset. Energies are from the ωB97M-V functional and the def2-TZVPD basis.

Element x y z (Å)
F: 0.39561 -1.71236 -1.24687
Si: -1.18953 -1.68640 -1.51082
H: -1.46706 -0.53409 -2.37518
H: -1.90960 -1.53113 -0.22529
H: -1.53906 -2.96334 -2.11202
Br: -2.44705 -3.42133 -3.79877
C: -2.92631 -3.68740 -5.69214
C: -2.02995 -4.70182 -6.34702
Br: -0.26504 -3.97346 -6.73134
H: -2.87760 -2.70964 -6.15935
H: -3.95535 -4.03568 -5.69489
H: -2.43171 -5.00193 -7.31165
H: -1.87455 -5.58087 -5.73033
Br: 3.83636 1.77966 2.09046
C: 3.31092 -0.07991 2.32350
C: 2.09051 -0.39416 1.49855
Br: 0.48350 0.33500 2.31865
H: 3.15170 -0.24012 3.38630
H: 4.16417 -0.66713 1.98961
H: 1.92330 -1.46676 1.43777
H: 2.14883 0.01693 0.49630
Br: 1.28780 3.38893 -2.04428
C: 2.83313 4.57064 -1.99967
C: 3.41188 4.65439 -0.61617
Br: 2.35110 5.78647 0.55725
H: 2.51008 5.52964 -2.38597
H: 3.54989 4.12764 -2.68665
H: 4.39488 5.11869 -0.64670
H: 3.48232 3.68461 -0.13441
Br: -3.50133 5.05551 -3.78830
C: -2.28002 4.08922 -2.62207
C: -2.09275 2.66349 -3.06199
Br: -3.60972 1.54648 -2.58929
H: -2.67666 4.16606 -1.61548
H: -1.33856 4.63023 -2.67975
H: -1.24598 2.22282 -2.54374
H: -1.95257 2.56690 -4.13389
Br: 5.66753 1.22606 6.11132
C: 5.52180 -0.55824 6.86995
C: 4.91388 -1.52271 5.89071
Br: 2.99112 -1.27435 5.73286
H: 4.94507 -0.46807 7.78358
H: 6.53840 -0.85456 7.11387
H: 5.04468 -2.54653 6.23378
H: 5.32767 -1.41687 4.89275
Br: -6.26498 -2.70564 -4.75354
C: -6.15513 -1.76265 -3.05227
C: -7.39162 -0.93890 -2.80634
Br: -7.38330 0.70435 -3.84539
H: -5.24237 -1.17431 -3.07048
H: -6.06605 -2.54354 -2.30297
H: -7.43519 -0.61520 -1.76907
H: -8.29852 -1.47788 -3.05765
Br: -8.85250 -4.13988 -0.75252
C: -7.54178 -4.82751 0.50812
C: -7.06403 -3.75753 1.45270
Br: -5.82616 -2.54641 0.57609
H: -6.73518 -5.25125 -0.08050
H: -8.04922 -5.61853 1.05500
H: -6.50875 -4.19750 2.27762
H: -7.87230 -3.14969 1.84470
Br: 2.22343 5.31621 -5.44819
C: 0.31027 5.66060 -5.35356
C: 0.00011 7.01957 -4.78439
Br: 0.22308 7.06923 -2.85159
H: -0.11994 4.85320 -4.76841
H: -0.04032 5.59254 -6.38041
H: -1.04420 7.27043 -4.95675
H: 0.63441 7.79747 -5.19572
Br: 8.98434 -0.42761 9.68352
C: 8.89104 -2.21408 10.44150
C: 8.27413 -3.18841 9.47528
Br: 6.34643 -2.96040 9.36878
H: 8.33180 -2.13565 11.36753
H: 9.91885 -2.49523 10.65787
H: 8.42712 -4.21159 9.80972
H: 8.66087 -3.07468 8.46821

orbital gap = 0.37341 Ha
total charge = 0
highest occupied orbital energy = -9.79 eV

---

3.
Here is an isolated ion of composition C2H6N3 and charge +1 from the Open Molecules 2025 dataset. Energies are from the ωB97M-V functional and the def2-TZVPD basis.

Element x y z (Å)
C: 0.63445 1.06319 0.41281
C: 0.14667 -1.03596 -0.84138
N: -2.36936 -0.24629 1.25953
N: -1.38699 -0.13187 0.73873
N: -0.06279 -0.13994 0.27353
H: 0.05266 1.78145 0.99678
H: 1.61684 0.92841 0.90316
H: 0.78054 1.59335 -0.55805
H: 1.05914 -1.53861 -0.60326
H: -0.71145 -1.69190 -0.71792
H: 0.24029 -0.58183 -1.86394

orbital gap = 0.39243 Ha
total charge = +1
highest occupied orbital energy = -16.09 eV
SMILES = CN(C)[N+]#N

---

4.
Here is a 2-piece molecular cluster, C3H9N overall from the Open Molecules 2025 dataset. Energies are from the ωB97M-V functional and the def2-TZVPD basis.

Element x y z (Å)
N: -0.98701 3.03110 -2.82696
H: -1.40831 3.05352 -3.75006
H: -0.79789 3.94530 -2.43642
H: -1.55562 2.54503 -2.14952
C: 1.49204 -0.60761 1.07506
C: 0.55084 -1.72181 1.37734
C: -0.79970 -1.64611 1.09802
H: 2.50618 -0.92722 1.29473
H: 1.44434 0.35274 1.60584
H: 1.22645 -0.31784 0.04972
H: 0.93888 -2.63939 1.82207
H: -1.42538 -2.22469 1.76717
H: -1.13342 -1.24112 0.14733

orbital gap (alpha / beta) = 0.22606 / 0.12806 Ha
total charge = +1
highest occupied orbital energy (alpha / beta) = -12.26 / -12.26 eV
spin multiplicity = 2
expectation value of S² = 0.75

---

Computed largest force on an atom, in the same sequence as the records: 2.78 2.31 3.67 1.68 eV Å⁻¹.